Entry 1:
{"formula": "C6H30O11", "method": "ωB97M-V with the def2-TZVPD basis set", "elements": ["C", "C", "C", "C", "C", "C", "H", "H", "H", "H", "H", "H", "H", "H", "O", "H", "H", "O", "H", "H", "O", "H", "H", "O", "H", "H", "O", "H", "H", "O", "H", "H", "O", "H", "H", "O", "H", "H", "O", "H", "H", "O", "H", "H", "O", "H", "H"], "xyz": [[-2.39619, 1.57175, 0.90401], [-2.90709, 0.56507, 1.63367], [-2.13027, -0.70517, 1.89604], [-1.37214, -0.91490, 2.99336], [-2.49211, -1.67556, 0.84992], [-3.48539, -1.37839, -0.04756], [-2.79633, 2.55117, 0.73600], [-1.45840, 1.58650, 0.34276], [-3.85705, 0.49147, 2.01903], [-1.03944, -1.81122, 3.48948], [-0.97661, -0.02377, 3.47563], [-1.99545, -2.66164, 0.83214], [-3.90462, -1.97985, -0.93115], [-4.08231, -0.47868, -0.09257], [0.08071, -4.67490, 0.41728], [0.41067, -3.67863, 0.54820], [0.02823, -4.95691, -0.53004], [1.61569, -0.18722, -2.74485], [0.81215, 0.17837, -2.28952], [2.36158, 0.25022, -2.41468], [2.53689, 1.11202, 1.01982], [2.26493, 1.80054, 0.13101], [3.34534, 0.54507, 0.62948], [2.50628, 2.15114, 3.21335], [2.65020, 1.67854, 2.38515], [2.39987, 1.46629, 3.89602], [0.72760, 1.79035, -4.42504], [0.38202, 2.62964, -4.54314], [1.59977, 1.72357, -4.78426], [1.45640, -1.85138, 0.10359], [1.03582, -1.43560, -0.58811], [1.80698, -1.24536, 0.74809], [1.63604, 2.40824, -1.21565], [1.54756, 3.22312, -0.83438], [0.70485, 2.39107, -1.63323], [0.36406, 3.78715, 1.87045], [0.96854, 3.15147, 2.43250], [-0.20030, 4.02746, 2.54204], [0.85099, -0.84426, -5.07893], [0.45909, -1.36329, -4.34608], [1.23955, -0.16417, -4.56856], [1.50904, -3.79055, 2.72393], [1.11213, -4.70453, 2.28025], [0.76758, -3.10600, 2.90420], [-1.04489, 1.02979, -2.03296], [-1.58462, 0.70910, -2.73114], [-1.45732, 0.81286, -1.18554]], "de_lowest_ev": 5.9430, "e_lumo_ha": -0.003, "smiles": "C=CC(=C)C=C.O.O.O.O.O.O.O.O.O.O.O", "e_homo_ev": -9.2, "orbital_gap_ev": 9.2}

***

Entry 2:
{"formula": "C6H30O18", "method": "ωB97M-V with the def2-TZVPD basis set", "elements": ["C", "C", "C", "O", "C", "C", "C", "O", "O", "O", "H", "H", "O", "H", "H", "O", "H", "H", "O", "H", "H", "O", "H", "H", "O", "H", "H", "O", "H", "H", "O", "H", "H", "O", "H", "H", "O", "H", "H", "O", "H", "H", "O", "H", "H", "O", "H", "H", "O", "H", "H", "O", "H", "H"], "xyz": [[-0.61454, 1.29954, 0.84770], [0.37798, 1.81669, 0.02569], [1.24261, 0.82399, -0.70255], [2.23538, 1.19888, -1.36972], [0.97655, -0.54018, -0.60765], [-0.09140, -1.08960, 0.13441], [-0.89002, -0.06939, 1.03185], [-1.65702, -0.53311, 1.88887], [-0.42981, -2.30003, 0.11712], [0.50063, 3.08348, -0.05284], [-1.33345, 1.99640, 1.26683], [1.70117, -1.18965, -1.08161], [-2.07775, -2.14911, -2.12736], [-2.11392, -2.63861, -2.95547], [-1.36779, -2.57143, -1.61560], [2.71666, 4.39673, -1.51966], [2.02780, 3.84832, -1.08543], [2.67854, 5.24071, -1.06182], [-4.13266, -0.87369, 0.37476], [-3.45523, -0.47625, 0.94842], [-3.67563, -1.60825, -0.05239], [-3.51000, -1.37501, 3.70380], [-2.77634, -1.13736, 3.08808], [-3.75609, -0.53469, 4.10431], [4.59514, -1.58193, 0.49884], [3.95468, -1.89701, -0.15721], [4.12798, -1.63634, 1.33904], [0.91716, -3.62357, -1.91620], [0.25346, -4.30615, -1.77958], [0.76377, -2.98994, -1.17068], [3.76550, -3.48202, -1.71306], [4.03824, -3.08172, -2.54516], [2.79184, -3.56430, -1.78792], [-2.16053, 3.55013, -1.13644], [-1.45431, 3.30425, -0.50659], [-2.95417, 3.11982, -0.80506], [5.06509, 1.45108, -0.79937], [5.28543, 0.61992, -0.36308], [4.08883, 1.45734, -0.79932], [-3.89585, 1.80043, 3.63731], [-4.20000, 1.95471, 2.73636], [-2.95855, 2.02885, 3.61926], [-0.69020, 2.92742, -3.42007], [-0.95032, 3.37847, -2.59208], [0.26085, 3.07171, -3.48821], [1.29589, -3.90882, 2.45949], [1.38516, -4.53183, 1.73212], [0.64013, -3.27028, 2.14608], [-2.53233, -4.03055, 0.49619], [-2.88769, -4.15621, -0.38920], [-1.80724, -3.37185, 0.38041], [0.05002, 5.69346, 1.18468], [0.85450, 5.69411, 0.66038], [-0.21816, 4.76242, 1.17932]], "de_lowest_ev": 0.0000, "e_lumo_ha": 0.163, "total_charge": -2, "e_homo_ev": -2.7, "orbital_gap_ev": 7.1}

***

Entry 3:
{"formula": "C6H30O9", "method": "ωB97M-V with the def2-TZVPD basis set", "elements": ["C", "C", "C", "C", "C", "C", "O", "H", "H", "H", "H", "H", "H", "H", "H", "H", "H", "H", "H", "H", "H", "O", "H", "H", "O", "H", "H", "O", "H", "H", "O", "H", "H", "O", "H", "H", "O", "H", "H", "O", "H", "H", "O", "H", "H"], "xyz": [[-0.09853, -0.20641, 2.95855], [-0.52649, 0.97169, 2.04697], [-0.24823, 2.30158, 2.76235], [0.25404, 0.81663, 0.72094], [-0.32873, 1.58078, -0.49122], [-1.38828, 0.71414, -1.21999], [-0.97131, -0.62894, -1.40807], [0.96703, -0.38292, 3.05755], [-0.65241, -1.02673, 2.50518], [-0.61477, -0.10610, 3.91785], [-1.61472, 0.92633, 1.93312], [-0.82807, 3.08758, 2.28186], [0.82626, 2.49518, 2.79819], [-0.57666, 2.23254, 3.79663], [0.10044, -0.24538, 0.50036], [1.30965, 0.98705, 0.92446], [-0.90122, 2.41273, -0.10428], [0.48403, 1.90144, -1.13884], [-2.14423, 0.65794, -0.42925], [-1.73129, 1.11628, -2.16769], [-0.07553, -0.67802, -1.78762], [-3.78785, 0.25376, 1.91057], [-3.54863, 0.24259, 0.97893], [-3.30054, 1.00158, 2.27489], [1.91819, 2.16423, -3.30056], [1.53023, 1.76656, -4.08505], [2.72232, 1.62960, -3.13967], [0.79868, 4.02339, 0.28104], [1.56378, 3.41972, 0.26977], [0.88036, 3.98998, 1.25214], [-2.14605, -3.39979, -0.48843], [-2.43876, -2.48776, -0.39559], [-2.06803, -3.73067, 0.41396], [1.39240, -1.59539, -2.21114], [1.33642, -2.01817, -1.35198], [1.47680, -2.26812, -2.89227], [3.53096, 0.42853, -1.99986], [3.00177, -0.12399, -2.58681], [2.90173, 0.93729, -1.47411], [1.07428, -3.76657, 0.45537], [0.81082, -2.90179, 0.77726], [0.90396, -4.46142, 1.08974], [0.35651, -3.95766, -2.63244], [-0.55690, -3.83275, -2.89050], [0.40657, -4.24054, -1.71234]], "de_lowest_ev": 2.7254, "e_lumo_ha": 0.004, "smiles": "CC(C)CCCO.O.O.O.O.O.O.O.O", "e_homo_ev": -10.2, "orbital_gap_ev": 10.3}

***

Entry 4:
{"formula": "C6H31NO11", "method": "ωB97M-V with the def2-TZVPD basis set", "elements": ["C", "C", "C", "N", "C", "C", "C", "O", "H", "H", "H", "H", "H", "H", "H", "H", "H", "H", "H", "O", "H", "H", "O", "H", "H", "O", "H", "H", "O", "H", "H", "O", "H", "H", "O", "H", "H", "O", "H", "H", "O", "H", "H", "O", "H", "H", "O", "H", "H"], "xyz": [[-1.45450, -3.67772, -1.65719], [-1.55949, -2.14449, -1.41972], [-2.23163, -1.55734, -0.37381], [-2.87434, -2.50987, 0.40797], [-0.97744, -1.23420, -2.48499], [-0.78762, 0.21326, -1.86690], [-0.02420, 1.18677, -2.68983], [0.35863, 2.24086, -2.26201], [-2.13334, -3.73217, -2.59616], [-1.70195, -4.43143, -0.90762], [-0.43250, -3.90628, -1.91096], [-2.24181, -0.54278, -0.02690], [-2.83032, -3.51441, 0.11123], [-2.85337, -2.42158, 1.32652], [-1.83668, -0.87522, -3.12824], [0.01553, -1.68318, -2.89719], [-1.82189, 0.61245, -1.81385], [-0.39124, 0.11774, -0.80623], [0.28455, 0.76054, -3.63630], [2.83643, -1.53468, 1.01694], [2.08719, -2.06575, 0.69739], [3.25333, -0.92253, 0.41785], [-2.47982, 2.86778, 1.52062], [-2.87036, 3.64909, 1.68159], [-1.55764, 2.87019, 1.91304], [0.72610, -3.13976, 0.41581], [1.33572, -3.86295, 0.35934], [0.33634, -3.11162, -0.49083], [1.71848, 1.81026, 0.63032], [1.03285, 1.46370, 1.23059], [1.99727, 2.60251, 1.00958], [3.84802, 2.63728, -1.64455], [3.58526, 2.97013, -0.83006], [3.09021, 2.45235, -2.26186], [3.48570, -0.11695, -1.06082], [4.09540, 0.62375, -1.28696], [2.52686, 0.17015, -0.80754], [0.49731, 2.22218, 2.80177], [0.44677, 2.63839, 3.64929], [0.87651, 1.38568, 2.93168], [1.78580, -0.07664, 3.01194], [1.89191, -0.68104, 2.20621], [2.44548, -0.29488, 3.64216], [-0.47451, 4.39293, 0.10029], [-0.11210, 3.89668, -0.56260], [-0.62852, 3.64796, 0.70967], [-3.26446, -0.07147, 2.65798], [-2.91468, 0.79656, 2.75269], [-4.10325, -0.12030, 2.22065]], "de_lowest_ev": 4.4165, "e_lumo_ha": 0.013, "smiles": "C/C(=C\\N)CCC=O.O.O.O.O.O.O.O.O.O.O", "e_homo_ev": -7.9, "orbital_gap_ev": 8.2}

***

Entry 5:
{"formula": "C6H32F6O21", "method": "ωB97M-V with the def2-TZVPD basis set", "elements": ["O", "C", "O", "O", "C", "O", "C", "F", "F", "C", "F", "F", "C", "F", "F", "C", "O", "O", "H", "H", "O", "H", "H", "O", "H", "H", "O", "H", "H", "O", "H", "H", "O", "H", "H", "O", "H", "H", "O", "H", "H", "O", "H", "H", "O", "H", "H", "O", "H", "H", "O", "H", "H", "O", "H", "H", "O", "H", "H", "O", "H", "H", "O", "H", "H"], "xyz": [[3.77550, 0.31618, 1.40816], [3.42585, -0.82851, 0.75849], [4.15707, -2.11860, 0.99036], [2.31226, -0.88849, -0.20140], [2.01887, 0.42030, -0.80458], [2.65553, 0.71772, -1.96708], [0.95716, 1.53790, -0.24707], [0.48260, 2.48596, -1.31384], [1.71026, 2.39962, 0.72958], [-0.32643, 0.93308, 0.57293], [-0.01401, 0.73511, 2.03585], [-1.39171, 2.00076, 0.52300], [-1.00304, -0.40896, -0.08086], [-0.47307, -1.67600, 0.54782], [-0.92438, -0.46287, -1.58106], [-2.64051, -0.43464, 0.25633], [-3.15873, -0.22338, 1.46895], [-3.59456, -0.74198, -0.86032], [3.95192, -2.74592, 0.21002], [-3.59510, -1.76319, -0.90036], [-3.12439, 2.36704, 2.68839], [-2.42904, 2.28459, 3.35820], [-3.13186, 1.50238, 2.25104], [-0.18792, -1.23403, -4.63108], [-0.61421, -0.52871, -5.14075], [0.21684, -0.77022, -3.88271], [0.66105, 1.32890, -4.36318], [1.17484, 2.11771, -4.59293], [1.17882, 0.90890, -3.65997], [-3.56794, 5.40111, 1.94036], [-4.34150, 5.34109, 1.35988], [-3.47585, 4.50641, 2.30092], [-0.74425, -4.44310, 1.53180], [-1.27445, -4.48570, 2.34176], [-0.80581, -3.51495, 1.26025], [5.04291, 2.35010, -1.95969], [5.55893, 2.41909, -1.14242], [4.57365, 1.50707, -1.86979], [-1.02483, -3.71774, 4.62982], [-1.63401, -3.34750, 5.28616], [-0.16567, -3.71113, 5.07791], [-1.34425, 6.39318, 0.47946], [-1.87445, 6.35058, 1.28942], [-1.40581, 7.32133, 0.20792], [0.20808, -3.98739, -6.47114], [0.31392, -3.07500, -6.16243], [0.25349, -4.51570, -5.66008], [4.73715, -1.27771, -2.05826], [4.57634, -1.62876, -2.94701], [4.06199, -0.59076, -1.95221], [-1.85709, -3.06773, 7.48245], [-1.34107, -2.99874, 8.29972], [-2.32635, -3.91076, 7.57235], [7.13715, -3.22262, -1.57690], [6.97634, -3.57367, -2.46565], [6.46199, -2.53567, -1.47085], [-4.23433, -2.83072, 5.41657], [-4.66062, -2.12540, 4.90689], [-3.82957, -2.36691, 6.16493], [2.04656, 4.17221, -4.58390], [1.62027, 4.87753, -5.09358], [2.45132, 4.63601, -3.83554], [-6.14394, 0.68146, -0.99184], [-6.75312, 1.05170, -0.33549], [-5.28478, 0.68807, -0.54375]], "e_lumo_ha": -0.113, "e_homo_ev": -10.8, "orbital_gap_ev": 7.7}

***

Entry 6:
{"formula": "C6H33NO11", "method": "ωB97M-V with the def2-TZVPD basis set", "elements": ["C", "C", "C", "C", "O", "N", "C", "C", "H", "H", "H", "H", "H", "H", "H", "H", "H", "H", "H", "H", "H", "O", "H", "H", "O", "H", "H", "O", "H", "H", "O", "H", "H", "O", "H", "H", "O", "H", "H", "O", "H", "H", "O", "H", "H", "O", "H", "H", "O", "H", "H"], "xyz": [[-2.45473, 2.54385, 0.77903], [-2.18027, 1.96490, -0.58644], [-1.71260, 0.48849, -0.52885], [-1.03311, 0.05530, 0.75954], [0.12963, 0.42915, 0.94362], [-1.64148, -0.84707, 1.55013], [-3.01258, -1.31585, 1.51426], [-0.86461, -1.31933, 2.70835], [-1.50054, 2.71578, 1.26286], [-3.13145, 3.37339, 0.96309], [-2.92993, 1.76337, 1.39767], [-1.52670, 2.49174, -1.28402], [-3.07830, 1.90548, -1.21492], [-2.58972, -0.13712, -0.70163], [-1.05087, 0.26857, -1.35973], [-3.01417, -2.34523, 1.86883], [-3.70432, -0.76928, 2.16838], [-3.45949, -1.25463, 0.53586], [-1.44055, -1.93390, 3.37923], [-0.16073, -2.02617, 2.25803], [-0.44283, -0.50172, 3.28252], [2.67975, -3.61022, 2.39984], [2.06696, -2.87571, 2.47758], [2.24815, -4.20241, 1.77453], [0.42378, -4.10609, 0.46855], [0.65745, -3.41799, -0.17597], [-0.29833, -4.63333, 0.12948], [2.83110, -1.23112, 1.17327], [2.97474, -0.51676, 0.53982], [3.59909, -1.79769, 1.03226], [-0.39497, -3.95202, -2.54925], [-0.56210, -4.06688, -3.48394], [-0.39448, -3.02254, -2.29913], [3.43113, -0.72003, -1.90712], [2.79872, -0.07081, -2.27455], [3.79725, -0.94992, -2.77136], [1.33661, 4.33734, -0.85842], [1.50085, 4.93824, -0.12452], [0.66210, 3.75867, -0.44803], [0.82247, 2.94072, 1.22168], [0.26861, 2.38773, 1.77480], [1.48613, 2.38007, 0.81542], [-1.16968, 3.66552, -3.04891], [-1.37919, 3.08379, -3.78031], [-0.38813, 4.20582, -3.16879], [0.86495, -1.61215, -0.76718], [1.13912, -1.56468, 0.15973], [1.76398, -1.55420, -1.13265], [2.54304, 1.88597, -1.79565], [3.41257, 2.04682, -1.41367], [2.07769, 2.72414, -1.66333]], "de_lowest_ev": 2.8544, "e_lumo_ha": 0.011, "smiles": "CCCC(=O)N(C)C.O.O.O.O.O.O.O.O.O.O", "e_homo_ev": -9.3, "orbital_gap_ev": 9.6}